# 1
DFT (ωB97M-V with the def2-TZVPD basis set) results for C28H32N6O3RuS2 as an isolated structure.

Values from the calculation:
Total charge ... +1
Energy above the lowest of the compared OMol25 structures with the same formula, charge and spin ... 145.0 kJ/mol
Spin multiplicity ... 2

Structure (XYZ):
```
72
Properties=species:S:1:pos:R:3:forces:R:3
Ru -0.527519 -1.040786 -0.656038 -3.416 0.085 -2.116
N 1.813697 7.409965 -0.040473 -0.023 -0.266 -0.094
C 1.546030 6.133463 -0.471937 0.042 0.293 0.108
C 2.152156 5.031149 0.144269 0.052 -0.102 0.067
C 1.918467 3.754109 -0.324861 -0.057 0.042 -0.018
C 1.068951 3.553712 -1.409671 0.015 0.184 0.114
C 0.444780 4.637590 -2.014746 0.011 -0.029 0.011
C 0.680584 5.914923 -1.548826 -0.079 0.027 -0.088
S 0.838750 1.941236 -2.034653 -0.272 -0.037 -0.103
O 0.245770 2.024218 -3.341697 0.051 0.022 0.240
O 2.103163 1.262646 -1.896341 0.152 -0.289 0.127
N -0.189418 1.143146 -1.011536 0.092 0.493 -0.248
C -1.523997 1.418862 -1.140158 0.510 -0.108 0.094
N -2.035195 2.595634 -1.501848 -0.029 -0.068 0.003
C -3.353529 2.668519 -1.576950 0.036 0.051 -0.003
C -4.201181 1.599793 -1.290719 0.018 0.181 -0.036
C -3.595086 0.425368 -0.923811 0.099 -0.488 0.211
N -2.267491 0.324907 -0.839861 0.882 -0.267 -0.098
H 2.367310 7.567724 0.779287 -0.008 -0.007 0.018
H 1.326787 8.193097 -0.431969 -0.024 0.000 0.002
H 2.819344 5.191218 0.984561 -0.020 -0.025 -0.049
H 2.401844 2.903261 0.141684 0.009 0.042 -0.024
H -0.216462 4.463938 -2.852674 0.019 0.015 0.015
H 0.199278 6.763446 -2.022858 0.031 -0.051 -0.007
H -3.759847 3.629050 -1.877751 0.004 -0.023 0.010
H -5.274934 1.685202 -1.354971 0.018 0.000 -0.009
H -4.169749 -0.464214 -0.688631 0.013 0.048 -0.026
C -0.861789 -0.551846 3.600184 0.160 0.105 -0.052
C -1.838897 -1.411095 4.063316 -0.194 -0.216 0.033
C -2.592056 -2.119734 3.145464 0.009 -0.038 0.340
C -2.369804 -1.968443 1.781751 -0.429 -0.381 -0.533
N -1.336340 -1.239021 1.353045 0.853 0.459 0.149
C -0.626478 -0.519444 2.243382 -0.092 -0.138 -0.002
C -3.336780 -2.591681 0.801433 0.354 0.278 0.768
C -4.620637 -2.891959 1.243272 -0.249 -0.014 0.041
C -5.580906 -3.428340 0.393543 -0.002 0.067 0.220
C -5.277466 -3.706963 -0.927617 0.198 0.019 -0.128
C -4.004331 -3.413805 -1.384283 -0.271 -0.128 -0.237
C -3.060226 -2.838297 -0.540236 1.022 -0.488 -0.700
H -0.274530 0.061400 4.269856 0.007 -0.029 -0.035
H -2.017482 -1.529906 5.124168 -0.020 0.006 -0.032
H -3.339847 -2.816072 3.492758 -0.033 0.068 0.014
H 0.157135 0.100810 1.827610 0.020 0.062 -0.041
H -4.902919 -2.672290 2.262033 -0.052 0.014 -0.022
H -6.578816 -3.615393 0.770011 0.051 -0.015 0.023
H -6.021486 -4.128210 -1.589768 0.034 -0.004 -0.003
H -3.723242 -3.600762 -2.413503 -0.066 0.036 0.009
C 4.869414 0.364476 1.136896 0.007 -0.091 -0.030
C 4.748425 0.262925 -0.383385 -0.169 0.103 0.121
C 3.958411 -0.951591 -0.865965 -0.020 -0.106 -0.349
S 2.284580 -0.951823 -0.205491 0.065 -0.289 0.019
O 1.399117 -1.713906 -1.254332 0.042 0.390 1.331
C 2.482992 -2.119445 1.182299 -0.087 -0.155 0.025
C 1.974589 -3.528656 0.897631 0.158 -0.082 -0.048
C 2.864700 -4.327693 -0.051114 0.041 0.068 0.042
H 5.455091 1.239189 1.419100 -0.014 -0.021 -0.023
H 5.361706 -0.513987 1.564485 -0.018 0.042 -0.015
H 3.887993 0.466558 1.613724 0.057 0.007 -0.021
H 5.741288 0.204193 -0.830678 0.006 -0.019 -0.022
H 4.268653 1.159584 -0.778834 0.027 -0.039 -0.022
H 4.428553 -1.897033 -0.592261 0.015 0.014 -0.093
H 3.786635 -0.917623 -1.944572 0.109 0.033 0.047
H 1.933454 -1.661595 2.006373 0.005 -0.061 0.029
H 3.541718 -2.131865 1.445615 -0.040 0.077 0.008
H 0.962926 -3.472688 0.499012 -0.111 0.008 -0.002
H 1.910892 -4.043744 1.859296 -0.016 0.024 0.006
H 2.897660 -3.873810 -1.042324 -0.008 -0.009 0.023
H 2.494626 -5.347455 -0.163249 -0.005 0.043 0.007
H 3.885932 -4.390683 0.335055 -0.034 -0.006 -0.026
N -1.252067 -2.291508 -2.253464 0.796 0.144 -0.570
C -1.791025 -2.444664 -1.136280 -0.006 0.521 1.938
H -0.701885 -2.967305 -2.770744 -0.224 0.020 -0.286
```
Positions in Å, forces in eV/Å.



# 2
DFT (ωB97M-V with the def2-TZVPD basis set) results for C28H32N6PdS as an isolated structure.

Values from the calculation:
Spin multiplicity ... 3
E ... -1940.6121 Ha

Structure (XYZ):
```
68
Properties=species:S:1:pos:R:3:forces:R:3
Pd -0.144721 0.051125 -0.083847 0.623 -0.690 -0.800
C -1.572205 3.845699 1.056969 -0.454 0.250 -0.759
C -0.390282 3.453908 0.156259 0.263 1.032 0.282
C 0.702856 2.707412 0.942085 0.140 -0.508 -2.092
N 1.184897 1.662774 0.018677 1.007 0.852 0.535
C 2.131042 1.822147 -0.882760 0.031 0.512 0.253
C 2.988204 2.956510 -0.977336 -0.765 0.514 1.555
C 3.620287 3.546312 -2.034263 1.250 0.751 -1.103
C 3.960182 3.073643 -3.308149 -0.031 0.494 -0.400
C 3.660083 1.796898 -3.748520 0.447 0.348 -0.044
C 3.037163 0.802600 -3.064193 -1.114 -0.773 1.915
C 2.300540 0.693363 -1.817432 -0.325 0.654 -1.025
N 1.566762 -0.339576 -1.488473 0.785 1.032 -0.199
C 1.672423 -1.508967 -2.272210 -0.870 -1.404 0.337
C 0.914923 -2.588588 -1.499993 -0.956 -1.525 -1.389
C -0.629317 -2.613453 -1.742262 1.327 0.126 0.602
N -1.247727 -1.550235 -0.936029 -0.720 -0.378 -0.563
C -2.554692 -1.419393 -0.920816 0.240 0.674 0.727
C -3.332027 -2.286048 -1.725227 1.410 -0.559 0.041
C -4.647657 -2.365068 -1.928922 -2.260 0.777 -0.243
C -5.688206 -1.539519 -1.460702 0.608 -0.655 -0.158
C -5.550885 -0.487696 -0.603419 -0.564 0.898 0.684
C -4.450718 0.073316 0.056207 -0.086 -0.432 0.388
C -3.089097 -0.288774 0.007649 0.927 -0.039 -1.748
N -2.115703 0.444855 0.546280 -1.060 -0.825 -0.302
C -2.465623 1.464780 1.490054 -0.794 0.152 1.024
C -2.778633 2.898065 0.947856 1.477 -0.932 0.482
H -1.969226 4.801411 0.762776 0.019 0.690 -0.235
H -1.247987 3.991464 2.077570 0.087 -0.192 0.478
H 0.058032 4.300123 -0.414736 -0.316 -0.280 0.656
H -0.770588 2.812959 -0.632524 0.029 -0.388 -0.004
H 0.245896 2.219467 1.760431 -0.533 -0.803 0.857
H 1.473692 3.291667 1.410989 0.469 0.780 -0.233
H 3.002612 3.574829 -0.061622 -0.258 -0.255 -0.552
H 3.969088 4.585311 -1.867233 -0.142 -0.736 0.184
H 4.501347 3.742878 -3.993712 -0.374 -0.264 0.445
H 3.934604 1.424426 -4.738822 0.278 0.748 0.097
H 2.988658 -0.071761 -3.644922 -0.238 -1.170 -0.473
H 2.696318 -1.840558 -2.334564 0.700 -0.040 -0.238
H 1.288046 -1.424350 -3.308491 0.028 0.136 0.296
H 1.049189 -2.432863 -0.459705 0.391 0.140 1.063
H 1.328115 -3.599659 -1.724173 -0.315 0.576 -0.064
H -1.039469 -3.588645 -1.452551 0.134 0.027 0.171
H -0.764127 -2.563777 -2.829430 -0.405 0.476 0.052
H -2.759019 -3.033219 -2.283495 -0.231 0.447 0.271
H -4.972572 -3.096728 -2.645867 -0.041 -0.461 -0.136
H -6.681661 -1.773189 -1.793094 -0.269 -0.027 -0.177
H -6.504685 0.033245 -0.406084 0.551 -0.199 0.060
H -4.688049 0.888045 0.745369 0.039 -0.173 -0.479
H -1.610174 1.485459 2.156604 0.040 0.440 0.370
H -3.314399 1.106039 2.119482 0.425 0.288 -0.260
H -3.629862 3.342555 1.432083 -0.407 0.041 0.422
H -3.022605 2.795707 -0.088987 -0.276 -0.018 -0.794
N 3.005369 -4.383085 3.785903 -0.188 0.809 0.732
C 2.803639 -3.219914 4.436832 0.680 -0.181 0.851
S 3.459911 -2.886621 5.927892 -0.423 -0.135 -0.785
C 2.023340 -2.255162 3.664368 -0.064 1.068 -2.234
C 2.747465 -1.285527 2.851466 -0.124 -2.391 2.342
C 2.058020 -0.634887 1.909739 -1.128 0.920 -1.043
N 0.747370 -0.828714 1.712750 -0.390 0.629 -0.501
C 0.063125 -1.679739 2.443116 -0.914 -0.051 -0.562
C 0.655776 -2.446993 3.398336 1.630 -0.211 1.225
H 3.675954 -4.956141 4.226829 0.609 -0.998 0.285
H 2.735594 -4.566686 2.845275 -0.225 0.138 -0.447
H 3.825078 -1.178872 2.913620 -0.157 0.001 0.314
H 2.496395 0.086008 1.237181 0.190 0.002 -0.063
H -1.001168 -1.855040 2.227502 0.494 0.460 -0.172
H 0.061093 -3.185555 3.906418 0.089 -0.192 0.285
```
Positions in Å, forces in eV/Å.



# 3
DFT (ωB97M-V with the def2-TZVPD basis set) results for C28H33AsCl2IrNO5S as an isolated structure.

Values from the calculation:
Energy above the lowest of the compared OMol25 structures with the same formula, charge and spin ... 414.2 kJ/mol

Structure (XYZ):
```
72
Properties=species:S:1:pos:R:3:forces:R:3
Ir 0.958253 0.538032 0.302614 6.449 -2.315 0.250
O 1.367453 0.408232 2.585514 -1.837 -0.655 -1.394
N 2.402353 1.031132 3.072214 1.219 0.732 -0.285
C 2.310553 1.509932 4.325614 -0.144 0.171 0.446
C 3.360853 2.135932 4.944314 0.130 -0.045 -0.134
C 4.565653 2.275832 4.251014 -0.166 -0.071 -0.090
C 4.649753 1.796232 2.967214 -0.086 0.010 0.252
C 3.556953 1.171132 2.356414 -0.193 -0.081 0.078
S 3.679353 0.576732 0.764814 -1.879 -0.147 -0.911
H 1.350153 1.350332 4.792114 -0.028 0.003 -0.083
H 3.243453 2.514632 5.946914 -0.068 -0.034 0.051
H 5.413753 2.760832 4.707714 0.068 0.049 0.059
H 5.550953 1.876932 2.380514 0.073 0.070 -0.002
Cl 0.628853 5.034432 -5.640186 -0.054 0.321 -0.229
C 0.820353 3.767132 -4.486886 0.039 -0.055 0.361
C 0.787353 2.441932 -4.937086 0.104 0.090 0.361
C 0.942553 1.424432 -4.035486 0.264 0.090 0.237
Cl 0.902353 -0.207068 -4.578186 -0.034 -0.333 -0.145
C 1.186253 1.640332 -2.637686 -0.314 1.265 -0.417
O 1.379853 0.639832 -1.885986 -0.761 -1.199 2.205
C 1.201653 3.017232 -2.221186 -0.274 -0.942 -0.434
C 1.406653 3.387532 -0.857786 -0.137 0.344 0.256
O 1.689253 2.674032 0.107514 -1.136 0.360 0.108
C 1.004153 4.047832 -3.158386 0.031 -0.145 -0.097
H 0.655853 2.235132 -5.988086 -0.080 -0.078 -0.038
H 1.280553 4.465132 -0.664186 0.319 0.072 -0.016
H 1.028253 5.068832 -2.809186 -0.040 0.157 -0.035
C -0.583147 -3.444068 1.551714 0.140 0.207 0.017
C 0.211953 -3.392968 0.254314 -0.052 0.292 -0.035
As 1.588553 -1.979868 0.336514 0.058 0.537 -0.230
C 2.752253 -2.576468 1.848814 -0.226 0.392 0.070
C 3.156653 -4.046568 1.903914 -0.234 0.082 -0.277
C 2.700953 -2.257768 -1.279686 -0.152 0.316 0.012
C 3.103653 -3.678368 -1.655586 -0.159 0.037 0.293
H -1.392447 -4.170768 1.480014 0.003 0.008 0.034
H -1.004947 -2.458968 1.745614 -0.136 -0.043 0.075
H 0.057853 -3.714868 2.391114 -0.036 -0.076 0.082
H -0.451947 -3.131468 -0.572386 0.128 0.043 -0.017
H 0.671053 -4.363168 0.037114 0.144 0.248 -0.038
H 2.209953 -2.304368 2.760514 0.015 0.108 -0.170
H 3.651253 -1.954968 1.807214 -0.292 0.065 -0.036
H 2.305653 -4.707568 1.741714 0.027 -0.113 0.015
H 3.575553 -4.273268 2.885114 -0.006 0.009 -0.002
H 3.917553 -4.268268 1.158314 -0.030 -0.103 0.008
H 3.594653 -1.643468 -1.127486 -0.189 0.036 0.010
H 2.138853 -1.801868 -2.099686 -0.006 0.106 0.174
H 3.828953 -4.081168 -0.952786 0.011 -0.118 -0.023
H 3.559253 -3.678368 -2.644786 0.023 0.009 -0.039
H 2.242253 -4.343768 -1.686286 0.005 -0.092 -0.033
C -7.472047 0.597832 -0.999186 0.034 0.044 -0.016
C -5.999047 0.550732 -0.722286 0.030 0.014 0.029
C -5.520947 0.495232 0.577814 0.026 0.010 -0.099
C -4.160647 0.490232 0.856814 0.071 0.014 -0.191
C -3.681347 0.440232 2.277414 0.050 -0.019 -0.058
C -3.262447 0.538232 -0.209786 -0.091 0.026 0.015
C -3.719347 0.584632 -1.528186 -0.042 0.017 0.127
C -2.752547 0.638932 -2.671086 0.010 0.050 0.021
C -5.084447 0.589132 -1.765386 0.004 -0.042 0.161
C -1.779547 0.535732 0.029014 -0.466 0.076 0.074
O -1.148347 1.615132 0.012514 -0.137 0.226 -0.119
O -1.195047 -0.558568 0.227214 -0.039 0.081 -0.092
H -8.039547 0.331532 -0.110486 -0.102 -0.031 0.000
H -7.733947 -0.081468 -1.808186 -0.098 -0.050 -0.028
H -7.766447 1.603532 -1.302686 -0.073 0.019 -0.008
H -6.225447 0.449632 1.397014 -0.073 0.017 0.109
H -4.523347 0.365232 2.962414 0.005 -0.007 0.054
H -3.111247 1.335332 2.524514 0.062 0.051 0.043
H -3.028147 -0.417668 2.424914 0.083 -0.069 0.087
H -1.997247 -0.137568 -2.571086 0.155 -0.069 -0.070
H -2.242547 1.601632 -2.687286 0.109 0.061 -0.036
H -3.272947 0.506832 -3.616086 0.024 -0.024 -0.096
H -5.441147 0.615232 -2.785386 -0.048 0.023 -0.146
```
Positions in Å, forces in eV/Å.



Maximum force, respectively: 4.0; 3.3; 6.9 eV Å⁻¹.